(1)
A structure of composition C16H19N5O2PdS, computed with ωB97M-V/def2-TZVPD.

```
44
Properties=species:S:1:pos:R:3:forces:R:3
H 4.898744 -3.851261 1.135408 0.00 0.00 0.00
C -2.387537 1.542227 -1.717116 0.04 0.05 -0.10
H 1.793273 -0.278027 1.724139 -0.05 0.01 0.05
C -1.071761 -0.259453 -2.849660 0.02 0.08 -0.01
H -2.459710 4.560454 2.631245 0.00 0.00 0.00
H -1.075739 -2.114665 -3.904835 0.00 0.00 0.00
C 3.596131 -4.516421 -1.914886 0.00 0.00 0.00
C -2.344424 3.078085 4.198919 0.00 -0.01 0.01
C -0.899973 -1.058130 -4.109011 0.00 0.00 0.01
H -2.704603 0.830653 -3.673038 0.00 0.01 0.00
N 0.695121 -1.482837 -1.988313 -0.03 -0.02 0.02
H -3.705183 3.008563 -0.898963 0.00 0.00 0.00
N -0.365820 1.108292 1.852192 0.02 -0.02 0.08
C -3.499598 2.552889 -1.864214 -0.01 -0.02 -0.01
N -0.270349 -0.491356 -1.844378 -0.06 -0.12 0.02
S 0.148310 1.700782 4.265800 0.03 0.03 0.00
O -1.801090 1.574528 -0.580539 -0.02 -0.04 0.09
C 1.340014 -1.673260 -0.889177 0.02 0.04 -0.03
H -2.175938 3.035053 5.276148 -0.01 -0.01 0.00
H 1.942122 -3.465573 -2.799562 0.00 0.00 0.00
H -4.403734 2.076655 -2.243199 0.00 0.01 -0.01
O 1.110885 -1.010877 0.223151 0.07 0.04 0.09
H 3.728287 -5.180670 -2.759277 0.00 0.00 0.00
C -1.332541 2.223006 3.501763 -0.01 0.01 0.01
H 5.211069 -5.373760 -0.787840 0.00 0.00 0.00
C 2.594983 -3.560915 -1.943400 0.01 0.00 0.00
C -2.093772 0.716253 -2.789322 0.00 -0.03 0.06
H -1.592817 -0.714269 -4.872569 -0.01 0.00 0.00
C -2.295178 4.524577 3.707203 0.01 0.00 0.01
C 4.428884 -4.625836 -0.808093 0.00 0.00 0.00
H -3.063121 5.121959 4.198046 0.00 0.00 0.00
C 0.560729 0.942346 2.769006 -0.05 0.04 -0.05
C 3.247711 -2.816811 0.243635 0.00 0.01 0.00
C 2.412506 -2.700968 -0.861779 0.00 -0.01 0.00
H -1.324978 4.976353 3.917975 0.00 0.00 0.00
Pd -0.357170 0.321704 -0.085283 0.02 0.07 -0.09
H -3.328499 2.648005 4.009139 0.00 0.00 -0.01
N -1.438287 1.841528 2.286154 -0.01 -0.05 -0.02
C 4.252639 -3.772977 0.270406 0.00 0.00 0.00
H 2.289172 0.066436 3.363507 0.00 -0.02 -0.01
H 3.110721 -2.151104 1.084172 -0.02 -0.01 0.01
H 0.123215 -0.976039 -4.472619 0.00 0.01 0.00
N 1.718480 0.292953 2.570401 0.03 -0.06 -0.10
H -3.211172 3.331907 -2.571336 0.01 0.00 0.01
```
Positions in Å, forces in eV/Å.

As for the total charge: 0. As for the orbital gap: 7.6 eV. Its HOMO energy is -7.3 eV. For the energy above the lowest of the compared OMol25 structures with the same formula, charge and spin, the calculation gives 0.0 kJ/mol. The calculation puts the calculated total energy at -1571.4553 a.u. The LUMO energy is 0.3 eV.

(2)
A structure of composition C16H19N5O5PdS4Te in a non-equilibrium geometry, computed with ωB97M-V/def2-TZVPD.

```
51
Properties=species:S:1:pos:R:3:forces:R:3
H -4.074122 -2.768100 -5.002735 -0.01 -0.03 0.02
O -0.443428 2.071433 1.321344 -0.25 0.14 0.20
C -0.246270 -2.794347 1.270178 0.13 0.02 -0.04
H -0.522978 3.045703 -1.656218 0.03 0.02 0.05
H -3.001419 -2.023542 -6.997308 0.06 -0.02 -0.01
C 3.731022 -0.152186 2.985861 -0.65 -0.08 -0.35
H 2.049193 -1.263608 2.669386 -0.16 0.04 -0.42
H 0.856295 1.916465 -1.902116 -0.01 -0.08 0.03
C -2.858571 0.527692 -3.392785 -0.07 -0.12 -0.10
C -0.010457 2.154548 -1.290049 0.01 0.46 0.44
H -2.527976 1.446442 -2.927907 0.02 0.01 -0.01
H 4.324355 -2.193282 3.064197 -0.03 0.01 0.00
H -1.281010 -4.676845 1.627169 0.03 0.01 0.03
O 0.823434 3.967301 0.399653 0.03 0.04 0.12
C -3.465403 -0.448786 -2.613484 -0.01 0.16 0.15
H -2.221319 1.069687 -5.368779 0.01 0.02 0.02
H 2.976082 3.543580 5.344063 -0.01 0.02 -0.01
C 3.208008 1.957465 3.966810 -0.96 -0.45 0.17
C 4.154830 1.059026 3.463807 0.67 0.18 -0.07
H 0.755921 -3.001300 1.610993 0.00 0.01 -0.04
O -4.099588 1.222033 -0.763706 0.18 0.06 -0.07
H 4.452487 -1.447622 1.464876 -0.14 0.05 -0.04
C -3.735934 -1.844943 -4.545268 0.12 0.21 -0.13
Pd 0.624618 0.065520 0.647708 0.22 -0.72 0.65
O -4.609168 -1.157484 -0.388018 0.00 -0.08 -0.12
N 2.401120 -0.348859 2.905159 0.69 0.45 1.48
C 3.557230 3.327812 4.449068 0.20 0.02 0.05
C -1.270045 -3.661645 1.268845 -0.24 0.00 -0.01
N -2.198455 -0.326575 -0.288508 -0.77 0.26 -0.05
C 4.594321 -1.275352 2.538895 0.31 0.11 -0.15
S -0.038974 -0.168570 3.843289 0.44 0.23 0.17
S 0.573658 2.538587 0.386656 -0.22 1.91 -1.07
O 1.836267 1.763309 0.550014 -0.08 -0.09 0.25
C -3.139725 -0.865153 -5.340183 -0.10 -0.24 0.12
H 3.277045 4.058693 3.687902 0.01 -0.04 -0.04
C -1.774549 -1.427092 0.326750 0.07 -0.38 -0.22
C 1.506170 0.462223 3.618493 -1.00 -1.48 -0.15
C -3.890311 -1.634384 -3.184217 -0.04 -0.07 0.06
C -2.694807 0.315103 -4.750121 -0.01 0.07 0.00
H 5.641313 -1.049480 2.741062 0.00 -0.01 -0.03
H -2.254996 -0.548032 -7.133455 0.03 -0.04 -0.02
N -3.032147 -1.051277 -6.733185 -0.03 0.08 -0.02
H -4.344058 -2.381684 -2.546142 -0.02 0.00 -0.03
Te 2.217905 -1.048473 -0.834189 1.07 -1.15 -0.77
H -0.701574 1.319486 -1.225492 0.04 -0.11 -0.07
H 4.622602 3.426615 4.663617 0.00 0.02 -0.04
N -0.513329 -1.553858 0.754253 -1.17 -0.10 -0.32
N 1.933914 1.613027 4.123555 0.74 1.01 -0.15
S -2.695859 -2.914575 0.605176 0.27 0.05 0.08
S -3.679393 -0.150617 -0.870977 0.64 -0.35 0.44
H 5.208059 1.305910 3.456047 -0.01 -0.04 0.02
```
Positions in Å, forces in eV/Å.

As for the total charge: -2. As for the orbital gap: 4.7 eV. Its HOMO energy is -0.3 eV. For the energy above the lowest of the compared OMol25 structures with the same formula, charge and spin, the calculation gives 58.2 kJ/mol. The calculation puts the calculated total energy at -3259.8150 a.u. The LUMO energy is 4.4 eV.

(3)
A structure of composition C16H19NO3 in a non-equilibrium geometry, computed with ωB97M-V/def2-TZVPD.

```
39
Properties=species:S:1:pos:R:3:forces:R:3
C -3.167891 -1.459914 1.412233 -8.52 -2.94 2.12
H -2.315908 -2.715260 -0.217833 -1.03 -0.75 4.03
C 0.175084 1.031024 -0.262898 -1.17 1.54 2.62
C 1.817523 -0.629765 -0.375382 6.04 -6.99 0.05
H 1.575224 -2.794731 -0.820918 -0.27 -1.11 -0.26
C 0.493869 -0.280267 -0.513959 -0.06 0.69 0.22
O 0.955419 3.127665 0.884857 -1.15 1.00 -0.27
H -3.464546 -3.548922 1.289278 0.85 0.71 -0.94
C 3.599409 -2.402605 -0.289995 7.02 -1.94 -1.43
N -2.097600 0.460048 -0.575645 2.17 -2.14 -0.68
C -4.371538 -0.942654 0.550571 -2.49 -5.41 0.56
H -2.594422 -0.735823 1.376782 6.52 6.36 -0.31
H -3.845812 1.418139 -0.070969 0.49 -1.95 -2.49
C -3.413287 0.591578 -1.026504 -0.22 4.12 8.72
H -5.187686 -1.839739 0.529901 2.00 1.10 -0.18
H -3.596733 -1.207957 -1.408916 2.22 -4.25 -2.29
C -1.274052 1.330735 -0.183043 3.69 5.40 -4.05
C 4.215328 -0.049679 0.355417 -5.27 -11.17 -5.10
C 4.582275 -1.439975 -0.103847 0.81 5.26 4.50
H -3.599284 -1.340477 2.494187 0.83 -0.89 -1.53
C 2.876122 0.035231 0.058863 -1.83 6.96 2.55
H 4.101317 -3.266967 -0.704242 -0.54 -1.10 0.70
H -0.724065 3.661729 -0.817702 1.50 0.77 -1.65
O 2.372328 1.571794 0.631936 3.10 -3.28 -1.32
C 2.382170 -2.189533 -0.510711 -8.43 6.41 -0.79
H -1.290090 -0.523519 -0.816553 -0.94 -0.87 0.09
H -3.634278 1.182831 -1.757712 -0.36 3.11 -5.27
C 1.192988 2.049486 0.419276 -1.63 -2.42 -0.61
C -2.666892 -2.777315 1.056589 -3.10 -0.41 -5.60
O -0.273692 -1.252505 -0.839633 -2.07 1.02 -0.26
H -2.480877 2.940901 -0.665308 -3.65 1.25 -1.62
H 4.846351 0.603373 0.571804 5.01 5.78 2.14
H -5.163703 -0.458905 -1.512172 2.15 -0.49 1.79
H -5.079614 -0.353643 1.071484 0.12 1.93 0.49
H 5.600539 -1.651794 0.255039 -0.29 -0.56 -1.07
H -1.386687 3.254351 0.776822 -0.82 0.32 -3.47
C -4.140095 -0.594446 -0.865294 -6.07 1.35 -0.38
C -1.509045 3.085576 -0.496299 1.24 -5.13 8.68
H -1.905310 -3.003114 1.636645 4.16 -1.27 2.28
```
Positions in Å, forces in eV/Å.

As for the total charge: 0. As for the orbital gap: 7.6 eV. Its HOMO energy is -8.4 eV. For the energy above the lowest of the compared OMol25 structures with the same formula, charge and spin, the calculation gives 1278.7 kJ/mol. The calculation puts the calculated total energy at -901.1327 a.u. The LUMO energy is -0.8 eV.

(4)
A structure of composition C16H20B4F28O8Sn in a non-equilibrium geometry, computed with ωB97M-V/def2-TZVPD.

```
77
Properties=species:S:1:pos:R:3:forces:R:3
H -4.618998 -5.145317 -0.266095 0.23 -0.56 0.66
F -0.832581 1.706788 -6.683017 0.64 0.05 -0.39
H -1.116288 2.812577 3.104144 0.42 -0.52 -0.16
F 5.387283 -1.210835 -0.820369 0.57 -0.80 0.18
C -3.168501 -3.523444 -0.143355 -1.60 0.14 1.83
C 1.758565 2.560127 3.087122 -4.34 0.91 -2.71
H -3.259282 -2.597818 0.425047 0.84 0.49 -0.66
O 0.793780 3.496174 3.556861 2.96 -1.00 0.41
H -0.309877 -2.536376 4.669289 0.55 0.44 0.68
O 1.602547 2.036154 2.011921 0.85 0.16 1.67
C 3.723988 -2.084736 2.838508 -0.50 -0.66 -1.78
H -4.422014 3.320601 -5.069704 -0.26 0.02 0.24
B -2.212125 1.171477 -0.025803 -0.88 -0.19 -0.06
H -5.316016 -3.647444 -0.086416 0.00 0.50 0.33
O -0.468631 -2.647672 0.217246 -1.30 -4.40 1.71
F 3.537617 -0.105261 -0.345544 -2.52 0.52 1.05
F 2.365275 -3.482440 -3.932092 0.88 -0.90 -0.57
H -2.615430 2.953804 -2.765647 0.52 -0.95 0.17
H 0.106004 0.113155 4.793033 0.30 -0.27 0.06
O 1.494798 -2.126435 3.797324 0.42 0.20 -0.87
Sn 0.658978 0.017985 -1.001949 1.57 0.42 -0.63
F 1.255036 2.796457 -1.197786 -1.56 -1.32 0.78
F 3.020391 3.212633 4.946124 0.48 0.20 0.07
H -3.160674 -3.389420 -1.225054 0.58 0.04 0.21
F 3.440051 3.298518 -1.049450 0.97 -0.34 1.18
H -3.753919 4.375291 -3.748474 -0.59 0.21 -0.35
O -2.066935 -4.293763 0.383308 0.63 -0.53 0.17
H -0.152877 0.120315 3.037466 0.01 -0.17 0.02
F 0.554105 0.384630 -5.496192 -0.80 1.06 -0.74
H -1.420037 -0.400192 4.146139 -0.13 0.01 -0.14
C -4.484287 -4.229843 0.309977 0.62 0.09 -1.60
O 1.737886 -1.188665 1.689386 0.96 -1.57 2.70
H -0.455409 -2.422541 3.046088 0.43 0.52 -0.74
H -3.568566 1.416175 -3.048309 -0.34 0.45 0.39
H -0.225278 5.216500 1.440210 0.27 0.11 0.17
C 2.907163 2.250927 4.031575 1.06 0.07 -0.63
O -1.290419 0.378277 -3.445446 -0.22 1.64 -3.57
C -4.247106 3.436367 -4.000080 1.48 -1.93 1.27
F 2.671587 1.969029 -2.775207 -0.39 -1.17 0.00
F -3.431413 1.737215 0.378070 0.27 -0.34 0.12
F 4.019170 2.047240 3.333449 0.48 1.62 -0.58
F 4.290936 -0.084791 -2.496700 -0.05 -0.34 -0.08
H -1.818849 4.596141 1.498281 -0.11 -0.69 0.09
F -2.428610 0.071933 -0.895248 -0.01 -0.20 0.34
H -0.983595 4.425705 3.609599 0.50 -0.03 0.75
F 3.967269 -2.789737 3.927848 0.22 0.11 1.05
F -0.467592 -6.064049 1.162932 0.96 0.06 -0.34
C -0.777267 4.289048 1.592628 2.14 -0.25 -0.29
F 0.739357 -4.508029 2.098813 -0.06 -0.01 1.76
C -0.830627 -3.818307 0.545076 -0.10 4.81 -3.18
F 5.451780 1.035922 -0.957778 0.36 0.85 0.73
F 2.294452 4.127750 -2.679463 -1.05 2.74 -1.93
H -4.561562 -4.315270 1.393868 0.06 -0.26 -0.22
B 2.436788 3.034772 -1.933760 1.19 -0.45 0.23
F -1.447219 2.088535 -0.688451 0.75 0.99 -1.17
C 2.189615 -1.751648 2.688159 -1.47 1.43 -1.52
B 4.655968 -0.071468 -1.153318 1.33 -0.34 -1.76
C -0.346252 -0.425999 3.960631 -0.09 -0.58 -0.03
F 2.116692 -1.387313 -3.214270 -0.12 2.22 0.34
F 4.453143 -0.964276 2.833073 -0.38 -0.80 -0.03
F 0.560600 -2.867993 -2.909069 -5.71 -0.55 0.47
C 0.186406 -4.896207 0.961180 -1.11 1.11 0.74
F 2.819706 1.098283 4.643162 -1.75 -1.39 1.48
F -1.210120 -0.402734 -6.387349 -0.61 -0.55 -0.82
H -5.092793 3.222605 -3.346473 -0.45 0.64 -0.44
F 2.349480 -3.022430 -1.662008 0.47 -0.15 0.89
O -2.430346 1.947963 -4.616664 1.25 -0.24 -1.20
C -1.508761 0.986980 -4.521099 0.08 -0.82 4.21
C -0.710923 0.691857 -5.844799 0.24 -0.50 2.50
H -0.403577 3.608512 0.827559 -0.61 0.13 -0.29
F 1.174429 -4.929694 0.138539 0.40 -1.14 -1.63
F 4.076471 -2.917891 1.812290 -0.26 1.31 0.63
F -1.401272 0.758088 1.038609 0.13 -0.70 0.77
C -0.484986 3.691898 2.976332 -2.37 0.52 -0.14
C -3.200701 2.354612 -3.463158 -0.52 0.86 -1.02
C 0.059233 -1.908831 3.858092 -0.25 0.29 -0.26
B 1.845164 -2.700148 -2.913366 3.43 -0.35 -0.56
```
Positions in Å, forces in eV/Å.

As for the total charge: -2. As for the orbital gap: 8.5 eV. Its HOMO energy is -4.8 eV. For the energy above the lowest of the compared OMol25 structures with the same formula, charge and spin, the calculation gives 27.3 kJ/mol. The calculation puts the calculated total energy at -4334.5472 a.u. The LUMO energy is 3.6 eV.